(1)
ORCA calculation (ωB97M-V with the def2-TZVPD basis set) on C41H31BrFeIN4P2SeTe as an isolated structure.

```
83
Properties=species:S:1:pos:R:3:forces:R:3
Fe 0.27892 -1.52524 -1.07275 -0.575 -0.395 0.707
Te 2.25737 1.14762 2.00670 -0.395 -0.200 0.065
C 1.44831 2.97894 2.62538 0.069 0.089 0.043
C 2.26080 4.09517 2.74983 -0.054 0.015 0.036
C 1.68524 5.27937 3.19091 -0.007 0.044 0.009
N 0.39551 5.41202 3.49061 0.038 -0.082 -0.052
C -0.36680 4.32654 3.37563 -0.022 0.029 0.008
C 0.10571 3.08955 2.96036 0.009 0.035 0.044
C 0.45847 0.52487 1.03982 0.706 -0.196 0.088
P 0.02559 -1.24497 1.17095 0.096 0.643 0.038
C -1.60754 -1.43134 1.92675 -0.016 -0.024 -0.086
C -1.91286 -2.62782 2.57310 0.001 -0.037 -0.019
C -3.17495 -2.81821 3.11404 0.005 0.000 -0.010
C -4.13396 -1.81968 3.01485 0.005 0.003 -0.025
C -3.83261 -0.62906 2.36812 0.011 -0.019 0.002
C -2.57344 -0.43768 1.82088 0.002 0.005 0.045
C 1.12430 -1.98178 2.40554 0.053 0.005 -0.057
C 2.11895 -2.88397 2.04634 0.064 -0.055 -0.015
C 3.00636 -3.37094 2.99720 -0.027 0.022 -0.004
C 2.88682 -2.97129 4.31912 -0.012 0.003 0.007
C 1.87319 -2.09742 4.69355 0.019 -0.026 0.008
C 0.99833 -1.60210 3.74327 -0.046 0.031 0.011
P 0.46781 0.98368 -0.70539 -0.748 0.111 -0.281
C 1.25507 2.59249 -0.95683 0.200 -0.062 0.038
C 0.79567 3.74111 -0.31481 -0.054 0.057 -0.126
C 1.40379 4.96040 -0.56189 0.012 -0.004 -0.044
C 2.46241 5.04191 -1.45929 -0.017 -0.009 0.031
C 2.90847 3.90494 -2.11609 -0.007 -0.010 -0.010
C 2.30642 2.68016 -1.86401 0.074 -0.011 0.015
C -1.21736 1.34051 -1.33165 -0.024 0.055 0.197
C -2.19784 1.99880 -0.58980 0.016 0.011 0.024
C -3.43034 2.28737 -1.15228 -0.008 0.001 -0.032
C -3.69297 1.93966 -2.47262 0.010 -0.014 0.041
C -2.71010 1.32476 -3.23294 0.028 0.003 0.011
C -1.47918 1.02547 -2.66313 0.032 0.071 -0.051
H 3.31249 4.06797 2.49542 -0.002 0.008 -0.013
H 2.29371 6.17090 3.29351 0.006 0.005 0.010
H -1.41296 4.44797 3.63484 -0.008 0.002 0.003
H -0.56564 2.24131 2.89920 0.008 -0.007 0.021
H -1.17167 -3.41473 2.65009 0.003 -0.001 0.007
H -3.40717 -3.75035 3.61146 -0.002 -0.003 -0.005
H -5.11720 -1.97069 3.44021 -0.001 0.001 0.003
H -4.57859 0.15082 2.28766 -0.001 0.002 0.001
H -2.34130 0.48467 1.31128 -0.006 -0.007 0.024
H 2.17112 -3.25544 1.03135 -0.023 0.003 -0.018
H 3.77570 -4.07420 2.70733 -0.004 -0.005 -0.002
H 3.57500 -3.35086 5.06268 -0.008 -0.007 0.005
H 1.76684 -1.80007 5.72811 0.006 0.009 -0.001
H 0.21628 -0.91390 4.04148 -0.003 -0.006 -0.010
H -0.03215 3.68998 0.38040 0.015 0.009 -0.065
H 1.04993 5.84817 -0.05423 -0.003 0.003 0.000
H 2.93726 5.99564 -1.64765 -0.010 0.007 -0.013
H 3.72409 3.97037 -2.82384 0.007 -0.001 0.005
H 2.65961 1.78842 -2.37032 0.002 -0.008 0.006
H -1.99322 2.30668 0.42926 0.014 -0.013 0.000
H -4.18353 2.79735 -0.56600 -0.007 -0.011 0.004
H -4.65947 2.15724 -2.90716 0.009 0.024 -0.011
H -2.90059 1.07325 -4.26807 0.005 0.002 -0.002
H -0.70540 0.57024 -3.27070 -0.020 -0.061 0.010
Br 0.19570 -2.27339 -3.41837 -0.002 0.045 -0.193
C 1.86177 -1.70661 -4.13158 0.069 0.030 -0.085
C 1.92709 -1.46615 -5.49362 0.076 0.009 -0.005
C 3.12987 -1.05681 -6.05094 -0.043 -0.006 -0.017
C 4.24977 -0.89241 -5.25183 0.021 -0.007 0.040
C 4.17739 -1.13461 -3.88726 -0.017 0.020 -0.064
C 2.97639 -1.54196 -3.32447 0.033 0.028 -0.072
I 2.91959 -1.91132 -1.27504 0.285 -0.043 0.068
H 1.04915 -1.59983 -6.11030 -0.004 0.003 0.000
H 3.18595 -0.86678 -7.11384 -0.001 -0.004 -0.001
H 5.18761 -0.57565 -5.68680 0.001 0.002 0.001
H 5.05232 -1.00735 -3.26443 -0.001 0.004 0.004
Se -0.24334 -5.48104 0.52823 -0.012 0.029 0.010
N -1.99604 -5.64101 0.15001 0.056 0.101 -0.011
C -2.38949 -4.48525 -0.38618 -0.012 -0.016 0.066
C -3.67199 -4.14977 -0.84658 -0.020 0.015 -0.012
C -3.87623 -2.87726 -1.37999 -0.047 -0.022 0.062
C -2.85660 -1.94914 -1.43637 0.074 0.087 0.111
N -1.61435 -2.22346 -0.96676 0.165 -0.224 -0.356
C -1.37382 -3.46567 -0.48867 -0.012 0.162 0.046
N -0.15136 -3.74865 -0.06430 -0.025 -0.240 -0.163
H -4.47472 -4.87059 -0.77950 0.007 -0.012 -0.020
H -4.85410 -2.58851 -1.73911 0.002 -0.007 -0.010
H -3.01720 -0.95139 -1.81812 -0.004 0.014 -0.013
```
Positions in Å, forces in eV/Å.

The multiplicity is 5. The net charge is +1. Its HOMO energy (alpha / beta) is -8.36 / -10.49 eV.

Löwdin atomic charge list, values in e, 2 entries: -0.16, 1.36

---

(2)
ORCA calculation (ωB97M-V with the def2-TZVPD basis set) on C24H17N12O2Rh as an isolated structure.

```
56
Properties=species:S:1:pos:R:3:forces:R:3
Rh 4.07405 -0.82226 -1.92498 0.140 0.146 0.066
C -8.09373 0.28609 4.39291 0.016 0.014 -0.017
O -7.21918 1.35511 3.95467 -0.157 -0.048 0.103
C -6.10101 1.09250 3.34717 0.124 -0.023 -0.084
C -5.64006 -0.21418 3.04275 -0.097 0.048 0.042
C -4.45230 -0.36444 2.39947 0.144 0.086 -0.078
C -3.66438 0.76622 2.03016 -0.173 0.011 0.082
C -4.14393 2.07107 2.34172 0.124 -0.106 -0.074
C -5.32643 2.23364 2.97954 -0.126 -0.016 0.053
C -2.43861 0.54002 1.37065 0.151 -0.072 -0.068
N -1.95879 -0.67641 1.05901 -0.040 0.093 0.052
C -0.78232 -0.46304 0.46943 0.054 -0.168 -0.047
C -0.49834 0.90692 0.39203 0.097 0.124 -0.058
N -1.55638 1.52504 0.96217 -0.026 -0.025 0.040
C 0.70615 1.42588 -0.18590 -0.113 0.025 0.088
C 1.04657 2.78298 -0.24759 -0.068 0.003 0.045
C 2.24924 3.15231 -0.79407 0.060 0.026 0.005
C 3.10001 2.15339 -1.25987 -0.002 -0.045 0.038
N 2.78745 0.86412 -1.21413 -0.026 0.047 -0.071
C 1.60562 0.47963 -0.69710 0.082 -0.198 0.027
C 1.30597 -0.96537 -0.65572 0.152 0.139 -0.033
N 2.20453 -1.80697 -1.19735 0.001 0.001 0.026
C 1.99443 -3.11258 -1.13354 -0.018 0.058 -0.015
C 0.86445 -3.66398 -0.52933 0.038 -0.047 -0.029
C -0.07441 -2.81943 0.00749 -0.082 0.020 0.036
C 0.14164 -1.44009 -0.05743 -0.149 0.054 0.058
H -8.92642 0.78063 4.87703 0.000 0.029 0.002
H -7.57294 -0.35447 5.10162 0.027 0.019 0.015
H -8.44327 -0.28404 3.53456 0.007 0.018 -0.029
H -6.22611 -1.07997 3.31229 0.008 0.009 0.009
H -4.08013 -1.34888 2.15315 0.005 0.010 0.006
H -3.57546 2.95196 2.07242 0.002 -0.017 0.003
H -5.71701 3.21213 3.22356 -0.004 -0.019 0.015
H -1.67310 2.51630 1.09180 -0.003 -0.002 0.003
H 0.37530 3.53901 0.14133 0.011 -0.010 -0.015
H 2.55036 4.18816 -0.85291 0.000 -0.011 -0.001
H 4.06970 2.40158 -1.67151 0.001 -0.005 -0.023
H 2.75078 -3.74506 -1.57967 0.017 -0.009 0.017
H 0.74455 -4.73722 -0.49344 0.007 0.008 -0.008
H -0.97217 -3.19474 0.48104 0.016 -0.005 -0.006
N 1.23423 -0.71572 -6.36817 -0.092 0.396 0.150
N 2.40381 -0.71820 -5.66312 -0.061 -0.044 -0.100
N 3.53581 -0.34975 -6.21520 -0.003 -0.065 0.060
C 4.35884 -0.40230 -5.18058 0.178 -0.014 0.059
N 3.72361 -0.78746 -4.06872 -0.293 -0.036 0.019
N 2.44525 -0.98535 -4.40184 0.216 0.020 -0.071
H 1.42300 -0.81047 -7.35567 0.024 -0.155 -0.049
H 0.57596 -1.37014 -5.97372 0.025 -0.186 -0.089
H 5.41069 -0.17887 -5.24160 -0.026 0.013 0.007
O 5.00694 -1.41386 -0.29856 -0.128 -0.429 -0.437
N 6.19817 -1.05067 0.15581 -0.210 0.080 -0.044
C 6.11576 -0.59431 1.35215 0.138 0.285 0.466
C 7.31168 -0.21039 2.05136 -0.088 -0.093 -0.034
N 8.25348 0.08598 2.63592 -0.047 0.036 -0.029
C 4.81665 -0.40847 1.97043 0.156 0.023 -0.058
N 3.75183 -0.22158 2.35809 0.012 0.001 -0.027
```
Positions in Å, forces in eV/Å.

Its energy above the lowest of the compared OMol25 structures with the same formula, charge and spin is 4.2 kcal per mole. The multiplicity is 5. The net charge is +2. Its HOMO energy (alpha / beta) is -13.72 / -14.11 eV.

Löwdin atomic charge list, values in e, 2 entries: 1.10, 0.01

---

(3)
ORCA calculation (ωB97M-V with the def2-TZVPD basis set) on a 2-piece molecular cluster, CHF2NO2S overall.

```
8
Properties=species:S:1:pos:R:3:forces:R:3
C 2.38678 -0.76220 0.11734 2.796 0.587 1.034
N -0.38373 0.83975 0.51729 -0.315 -0.246 0.742
O 1.63687 -1.35932 -0.52038 -1.507 -1.022 -1.082
O 2.21821 0.35966 0.83865 -0.492 0.527 0.399
F 3.68635 -1.09400 0.31378 -1.142 0.066 -0.271
F 1.88059 2.17083 -1.38574 -1.112 -1.138 2.383
S 0.94521 1.39880 0.69003 1.323 1.164 -2.574
H -0.87137 -0.04972 0.58351 0.450 0.063 -0.631
```
Positions in Å, forces in eV/Å.

Its energy above the lowest of the compared OMol25 structures with the same formula, charge and spin is 60.6 kcal per mole. The net charge is 0. Its HOMO energy (alpha / beta) is -10.65 / -10.65 eV.

Löwdin atomic charge list, values in e, 2 entries: -0.61, -0.22